Entry A
# C20H55N5O5

5 unconnected molecules or ions with the total composition C20H55N5O5 (ωB97M-V with the def2-TZVPD basis set, OMol25).

```
85
Properties=species:S:1:pos:R:3
C -11.39 -15.50 -1.90
O -10.61 -16.48 -1.29
C -11.01 -17.81 -1.53
C -10.51 -18.46 -2.80
C -10.82 -19.93 -2.89
N -9.05 -18.32 -2.83
H -12.42 -15.40 -1.52
H -11.61 -15.76 -2.94
H -10.95 -14.51 -1.77
H -10.79 -18.36 -0.61
H -12.11 -17.86 -1.51
H -11.00 -17.90 -3.61
H -10.36 -20.41 -3.75
H -11.89 -20.11 -2.88
H -10.39 -20.42 -2.01
H -8.75 -17.37 -3.10
H -8.63 -19.00 -3.45
C -7.82 -15.11 -2.31
O -8.15 -15.77 -3.54
C -8.52 -14.95 -4.64
C -8.87 -15.96 -5.77
C -8.40 -15.56 -7.15
N -10.36 -16.03 -5.94
H -6.76 -14.89 -2.19
H -8.08 -15.81 -1.51
H -8.48 -14.29 -2.05
H -9.41 -14.33 -4.47
H -7.77 -14.23 -4.97
H -8.51 -16.93 -5.41
H -7.32 -15.71 -7.23
H -8.71 -14.56 -7.44
H -8.85 -16.14 -7.96
H -10.85 -16.05 -5.05
H -10.61 -15.10 -6.27
C -5.21 -17.32 -0.99
O -3.93 -16.79 -0.72
C -3.95 -15.38 -0.57
C -2.58 -14.93 -0.08
C -2.45 -13.38 -0.14
N -1.52 -15.44 -0.93
H -5.78 -17.50 -0.07
H -5.17 -18.31 -1.44
H -5.70 -16.66 -1.70
H -4.31 -15.00 -1.54
H -4.72 -15.13 0.18
H -2.53 -15.32 0.95
H -2.71 -13.11 -1.15
H -1.47 -13.05 0.22
H -3.07 -12.81 0.56
H -0.61 -15.08 -0.67
H -1.60 -16.45 -0.91
C -7.29 -14.40 -11.53
O -6.79 -14.07 -10.26
C -6.52 -12.69 -10.11
C -6.10 -12.51 -8.66
C -5.81 -11.07 -8.28
N -4.95 -13.37 -8.31
H -7.56 -15.47 -11.56
H -6.60 -14.22 -12.35
H -8.30 -13.98 -11.62
H -5.78 -12.35 -10.84
H -7.43 -12.11 -10.32
H -6.94 -12.80 -8.02
H -6.72 -10.50 -8.47
H -5.06 -10.65 -8.97
H -5.39 -10.88 -7.30
H -4.94 -14.22 -8.85
H -4.18 -12.73 -8.44
C -8.49 -11.46 -2.82
O -7.29 -12.19 -2.98
C -6.21 -11.46 -3.51
C -5.05 -12.48 -3.60
C -3.79 -11.71 -4.06
N -5.23 -13.57 -4.50
H -9.39 -12.07 -2.95
H -8.56 -10.68 -3.59
H -8.49 -11.06 -1.80
H -6.35 -10.83 -4.39
H -5.89 -10.81 -2.68
H -4.84 -12.86 -2.60
H -3.81 -11.41 -5.11
H -2.84 -12.24 -3.93
H -3.63 -10.86 -3.39
H -5.12 -13.24 -5.45
H -6.07 -14.11 -4.34
```

Properties
- LUMO: 0.594 eV
- SMILES string: COC[C@H](C)N.COC[C@H](C)N.COC[C@H](C)N.COC[C@H](C)N.COC[C@H](C)N
- E_HOMO: -8.53 eV
- Kohn-Sham gap: 9.1 eV

Atomic partial charges in e from the Mulliken method, atoms 1 to 8: number 1, C, carries -0.614; number 2, O, carries -0.292; number 3, C, carries -0.944; number 4, C, carries 1.186; number 5, C, carries -1.653; number 6, N, carries -0.558; number 7, H, carries 0.404; number 8, H, carries 0.193


Entry B
# C20H55N5O5

5 unconnected molecules or ions with the total composition C20H55N5O5 (ωB97M-V with the def2-TZVPD basis set, OMol25).

```
85
Properties=species:S:1:pos:R:3
C -5.52 4.18 -1.26
O -4.15 4.02 -1.31
C -3.43 3.72 -0.18
C -2.02 3.21 -0.51
C -1.27 4.28 -1.31
N -2.04 1.91 -1.16
H -6.02 3.63 -0.45
H -5.96 3.72 -2.15
H -5.71 5.25 -1.16
H -3.31 4.62 0.42
H -4.03 3.14 0.52
H -1.48 2.99 0.41
H -0.83 5.05 -0.68
H -1.78 4.77 -2.14
H -0.45 3.85 -1.89
H -1.61 1.98 -2.07
H -2.98 1.84 -1.51
C -0.93 5.31 6.80
O -1.38 4.22 6.01
C -1.80 3.10 6.75
C -2.02 1.76 5.79
C -3.17 1.96 4.88
N -2.28 0.68 6.64
H -1.49 5.47 7.71
H -1.19 6.23 6.28
H 0.13 5.40 7.06
H -1.07 2.81 7.51
H -2.71 3.24 7.33
H -1.10 1.62 5.23
H -4.17 2.07 5.30
H -3.14 1.29 4.03
H -3.01 2.87 4.30
H -3.27 0.66 6.85
H -2.26 -0.12 6.02
C 0.95 -3.08 2.32
O -0.01 -2.81 1.34
C 0.23 -1.68 0.43
C 0.33 -0.23 1.05
C -0.82 0.27 1.95
N 0.47 0.85 0.02
H 1.83 -3.32 1.72
H 0.78 -3.86 3.07
H 1.06 -2.20 2.96
H 1.11 -1.94 -0.15
H -0.57 -1.57 -0.31
H 1.21 -0.35 1.68
H -0.99 -0.18 2.93
H -1.68 0.01 1.33
H -0.89 1.35 2.10
H -0.34 0.87 -0.57
H 0.39 1.74 0.48
C 0.31 -4.55 -1.40
O 0.91 -5.28 -2.46
C 2.28 -5.68 -2.23
C 2.61 -7.04 -3.11
C 4.13 -7.35 -3.17
N 2.15 -6.94 -4.48
H 0.43 -4.98 -0.40
H -0.74 -4.41 -1.66
H 0.68 -3.53 -1.43
H 3.02 -5.01 -2.68
H 2.62 -5.72 -1.20
H 2.21 -7.90 -2.58
H 4.73 -6.72 -3.83
H 4.31 -8.32 -3.63
H 4.41 -7.34 -2.11
H 1.36 -6.31 -4.47
H 1.78 -7.80 -4.85
C 4.80 2.25 -4.24
O 3.43 1.86 -4.23
C 3.09 0.50 -4.32
C 1.97 0.25 -3.26
C 1.71 -1.28 -3.23
N 0.80 0.99 -3.59
H 5.41 2.10 -3.35
H 4.75 3.33 -4.05
H 5.28 1.86 -5.13
H 2.71 0.13 -5.27
H 3.99 -0.13 -4.24
H 2.28 0.43 -2.23
H 1.50 -1.67 -4.22
H 0.86 -1.52 -2.59
H 2.59 -1.74 -2.79
H 0.68 1.06 -4.59
H 1.32 1.84 -3.39
```

Properties
- LUMO: 0.706 eV
- SMILES string: COC[C@H](C)N.COC[C@H](C)N.COC[C@H](C)N.COC[C@H](C)N.COC[C@H](C)N
- E_HOMO: -8.85 eV
- Kohn-Sham gap: 9.6 eV

Atomic partial charges in e from the Mulliken method, atoms 1 to 8: number 1, C, carries -0.764; number 2, O, carries -0.300; number 3, C, carries -1.099; number 4, C, carries 1.043; number 5, C, carries -1.436; number 6, N, carries -0.504; number 7, H, carries 0.323; number 8, H, carries 0.251


Most stable: entry A


Entry A
# C11H20Br2NSiY

A molecular structure, C11H20Br2NSiY (ωB97M-V with the def2-TZVPD basis set, OMol25).

```
36
Properties=species:S:1:pos:R:3
Y 0.20 -0.50 -0.10
Br -1.68 1.97 -0.98
C -1.68 2.76 0.76
Br -0.70 1.66 2.01
H -2.70 2.83 1.11
H -1.18 3.72 0.70
C 0.15 -1.94 3.20
Si -0.72 -3.01 1.92
C 0.57 -3.92 0.90
C -2.00 -4.10 2.66
C -1.47 -1.82 0.69
H 1.23 -2.12 3.22
H -0.22 -2.16 4.20
H -0.01 -0.87 3.05
H 1.49 -4.10 1.46
H 0.85 -3.39 -0.03
H 0.20 -4.90 0.57
H -1.57 -4.86 3.31
H -2.56 -4.61 1.87
H -2.70 -3.51 3.25
H -2.20 -1.14 1.16
H -1.97 -2.36 -0.13
C 5.59 -1.71 3.56
C 4.47 -1.30 2.66
C 3.68 -0.18 2.92
C 2.64 0.14 2.07
N 2.34 -0.59 0.98
C 3.12 -1.66 0.71
C 4.17 -2.04 1.51
H 5.61 -1.11 4.47
H 6.54 -1.59 3.04
H 5.51 -2.76 3.83
H 3.88 0.45 3.77
H 2.04 1.01 2.27
H 2.90 -2.22 -0.19
H 4.76 -2.90 1.24
```

Properties
- LUMO: -7.819 eV
- Total charge: +2
- E_HOMO: -15.40 eV
- Kohn-Sham gap: 7.6 eV

Atomic partial charges in e from the Mulliken method, atoms 1 to 8: number 1, Y, carries 1.179; number 2, Br, carries -0.032; number 3, C, carries -0.402; number 4, Br, carries -0.020; number 5, H, carries 0.376; number 6, H, carries 0.416; number 7, C, carries -0.584; number 8, Si, carries 0.199


Entry B
# C11H20Br2NSiY

A molecular structure, C11H20Br2NSiY (ωB97M-V with the def2-TZVPD basis set, OMol25).

```
36
Properties=species:S:1:pos:R:3
Y 0.19 0.18 -1.29
Br -0.55 -0.53 -4.08
C -1.42 1.20 -4.37
Br -1.67 2.17 -2.70
H -2.39 1.01 -4.80
H -0.77 1.79 -5.01
C 4.00 2.18 0.87
Si 2.39 1.79 0.03
C 0.87 1.64 1.17
C 1.93 3.10 -1.24
C 2.36 0.14 -0.92
H 3.97 3.16 1.36
H 4.79 2.18 0.12
H 4.25 1.43 1.62
H 0.76 2.53 1.80
H 0.90 0.77 1.83
H -0.13 1.63 0.67
H 1.92 4.10 -0.80
H 0.92 2.98 -1.68
H 2.63 3.10 -2.08
H 2.73 -0.67 -0.28
H 2.99 0.18 -1.82
C -3.19 -3.77 2.80
C -2.45 -2.87 1.86
C -3.02 -1.70 1.36
C -2.30 -0.91 0.49
N -1.05 -1.21 0.10
C -0.49 -2.34 0.59
C -1.15 -3.18 1.45
H -4.19 -3.40 3.01
H -2.65 -3.85 3.74
H -3.27 -4.77 2.38
H -4.02 -1.41 1.64
H -2.74 0.00 0.09
H 0.52 -2.57 0.27
H -0.66 -4.07 1.81
```

Properties
- LUMO: -7.287 eV
- Total charge: +2
- E_HOMO: -15.34 eV
- Kohn-Sham gap: 8.1 eV

Atomic partial charges in e from the Mulliken method, atoms 1 to 8: number 1, Y, carries 0.802; number 2, Br, carries -0.047; number 3, C, carries -0.440; number 4, Br, carries -0.075; number 5, H, carries 0.410; number 6, H, carries 0.417; number 7, C, carries -0.973; number 8, Si, carries 0.066


Most stable: entry B


Entry A
# C3H3I2N

A single C3H3I2N molecule (ωB97M-V with the def2-TZVPD basis set, OMol25).

```
9
Properties=species:S:1:pos:R:3
C -0.57 -1.82 -1.12
C 1.00 -0.06 0.71
C -1.68 -0.97 -1.10
N 0.28 -2.60 -1.22
I 2.13 -1.73 0.24
I -3.23 -1.04 0.32
H 1.08 0.92 0.04
H 0.29 -0.01 1.56
H -2.01 -0.43 -2.00
```

Properties
- LUMO (spin up / spin down): -1.576 / -0.607 eV
- E_HOMO (spin up / spin down): -8.02 / -8.33 eV
- Kohn-Sham gap (spin up / spin down): 6.4 / 7.7 eV

Atomic partial charges in e from the Mulliken method, atoms 1 to 8: number 1, C, carries 0.544; number 2, C, carries -0.820; number 3, C, carries -0.620; number 4, N, carries -0.520; number 5, I, carries 0.231; number 6, I, carries 0.113; number 7, H, carries 0.309; number 8, H, carries 0.380


Entry B
# C3H3I2N

2 unconnected molecules or ions with the total composition C3H3I2N (ωB97M-V with the def2-TZVPD basis set, OMol25).

```
9
Properties=species:S:1:pos:R:3
C 0.41 2.27 0.11
C -0.48 -0.07 0.58
C 0.14 0.92 -0.23
N 0.51 3.33 0.53
I -2.71 -0.06 0.13
I 3.08 0.21 0.06
H -0.03 -1.12 0.38
H -0.53 0.10 1.69
H 0.27 0.42 -1.13
```

Properties
- LUMO (spin up / spin down): -3.458 / -3.459 eV
- E_HOMO (spin up / spin down): -9.46 / -9.46 eV
- Kohn-Sham gap (spin up / spin down): 6.0 / 6.0 eV

Atomic partial charges in e from the Mulliken method, atoms 1 to 8: number 1, C, carries 0.425; number 2, C, carries -0.684; number 3, C, carries -0.742; number 4, N, carries -0.296; number 5, I, carries 0.103; number 6, I, carries -0.134; number 7, H, carries 0.338; number 8, H, carries 0.409


Most stable: entry B


Entry A
# C7H12

A gas-phase ion, C7H12 (charge +1) (ωB97M-V with the def2-TZVPD basis set, OMol25).

```
19
Properties=species:S:1:pos:R:3
C 0.55 1.88 -0.85
C 0.85 1.20 0.51
C -0.40 0.43 1.02
C -1.04 0.90 2.14
C -0.03 -2.30 -1.55
C 0.01 -1.84 -0.10
C -0.78 -0.78 0.35
H 1.54 2.18 -1.25
H 0.11 1.17 -1.56
H 0.17 2.89 -0.72
H 0.98 2.00 1.23
H 1.68 0.49 0.47
H -0.56 1.68 2.71
H -1.92 0.40 2.53
H 0.94 -2.05 -1.98
H -0.80 -1.75 -2.08
H -0.17 -3.38 -1.47
H 0.66 -2.32 0.64
H -1.80 -0.82 -0.03
```

Properties
- LUMO (spin up / spin down): -5.415 / -7.276 eV
- Total charge: +1
- E_HOMO (spin up / spin down): -14.10 / -14.74 eV
- Kohn-Sham gap (spin up / spin down): 8.7 / 7.5 eV
- Multiplicity: 2

Atomic partial charges in e from the Mulliken method, atoms 1 to 8: number 1, C, carries -0.983; number 2, C, carries -0.571; number 3, C, carries 0.735; number 4, C, carries -0.922; number 5, C, carries -1.057; number 6, C, carries 0.028; number 7, C, carries -0.440; number 8, H, carries 0.308


Entry B
# C7H12

A gas-phase ion, C7H12 (charge +1) (ωB97M-V with the def2-TZVPD basis set, OMol25).

```
19
Properties=species:S:1:pos:R:3
C 1.94 -1.80 -0.62
C 1.63 -0.91 0.60
C 1.09 0.48 0.23
C -0.39 0.76 0.31
C -0.92 1.87 0.88
C -2.51 0.12 -0.89
C -1.27 -0.15 -0.41
H 2.62 -2.60 -0.33
H 1.05 -2.31 -0.99
H 2.47 -1.26 -1.40
H 2.58 -0.86 1.14
H 1.11 -1.57 1.30
H 1.49 1.21 0.95
H 1.54 0.70 -0.73
H -0.69 2.31 1.84
H -1.78 2.37 0.42
H -3.06 1.00 -0.60
H -3.03 -0.54 -1.58
H -0.75 -1.06 -0.69
```

Properties
- LUMO (spin up / spin down): -5.662 / -7.698 eV
- Total charge: +1
- E_HOMO (spin up / spin down): -14.85 / -15.22 eV
- Kohn-Sham gap (spin up / spin down): 9.2 / 7.5 eV
- Multiplicity: 2

Atomic partial charges in e from the Mulliken method, atoms 1 to 8: number 1, C, carries -1.237; number 2, C, carries -0.445; number 3, C, carries -0.674; number 4, C, carries 0.918; number 5, C, carries -0.734; number 6, C, carries -0.796; number 7, C, carries 0.144; number 8, H, carries 0.377


Most stable: entry B